Computed, not measured: a 2-piece molecular cluster, C13H16N2O5P overall, with the ωB97M-V functional and the def2-TZVPD basis.

XYZ file:
```
37
C13H16N2O5P the ωB97M-V functional and the def2-TZVPD basis
O -0.77821 -4.38138 4.02867
C -0.33355 -3.62544 2.99798
O 0.69790 -4.17878 2.07669
C -0.86941 -2.05908 2.75942
C -1.80007 -2.09163 1.40519
C -1.44917 -0.93550 0.29728
C -0.47248 0.36386 0.51000
C -0.15643 1.44414 -0.69372
C -0.85383 1.25711 -2.17199
C -1.88353 -0.00349 -2.44670
C -2.15567 -1.07769 -1.20896
N -1.64313 -1.69833 4.00805
P -1.30600 -0.04590 4.58585
O 0.18230 0.44664 4.38488
O -2.45794 1.16128 3.99532
O -1.56371 -0.08676 6.34320
H 0.09734 -1.42796 2.57110
H -1.61224 -3.13824 0.86239
H -2.97042 -2.08646 1.63796
H 0.05947 0.50974 1.56005
H 0.56865 2.33181 -0.45342
H -0.62015 2.01159 -3.03757
H -2.40385 -0.12372 -3.50095
H -2.90414 -1.96185 -1.45587
H -2.67803 -1.69847 3.76538
H -2.87170 0.85894 3.13309
H -0.81534 0.50237 6.70812
N 2.87732 1.65949 -3.24976
C 3.98781 2.43990 -3.44035
C 4.17473 2.59028 -4.79631
C 3.13700 1.88045 -5.44630
C 2.34879 1.31790 -4.46741
H 2.50546 1.38014 -2.35125
H 4.54935 2.81907 -2.59708
H 4.97165 3.15168 -5.26651
H 2.98104 1.78995 -6.51353
H 1.46020 0.70433 -4.53295
```

Properties
Lowest unoccupied orbital energy   2.14 eV
Net charge   -1

Computed, not measured: a 5-piece molecular cluster, C41H50ClF5N4O14 overall, with the ωB97M-V functional and the def2-TZVPD basis.

XYZ file:
```
115
C41H50ClF5N4O14 the ωB97M-V functional and the def2-TZVPD basis
C 4.11060 -0.32126 2.84375
C 3.73363 0.72364 1.75162
N 2.47055 1.33877 2.12229
C 2.05931 2.41544 1.34155
C 2.76375 2.91594 0.25799
C 2.28877 3.97195 -0.51999
C 3.12012 4.43574 -1.71488
Cl 3.82394 2.98317 -2.54450
C 4.22482 5.42834 -1.28047
C 4.12276 6.74454 -2.06075
C 1.07547 4.60922 -0.22623
C 0.53638 5.78092 -1.03805
N -0.67924 5.47821 -1.80884
C 0.34818 4.10622 0.87029
C 0.82370 3.03256 1.61424
C -0.01817 2.53510 2.73103
O 0.45106 2.16689 3.78409
C -1.47886 2.55396 2.46828
C -2.27946 1.51350 2.95169
N -1.82431 0.42773 3.68845
C -3.65503 1.59131 2.66485
C -4.17610 2.64324 1.92209
N -5.58295 2.60044 1.72556
C -6.05111 1.65460 0.99450
C -6.98438 0.63374 1.62035
C -5.72318 1.46194 -0.46105
C -3.35846 3.68235 1.41864
C -3.96459 4.81103 0.61613
F -3.13502 5.30885 -0.30984
F -5.06013 4.39716 -0.06696
C -4.47966 5.97641 1.57067
F -4.07396 5.77254 2.82600
F -4.10441 7.17194 1.15532
F -5.81606 5.94556 1.62644
C -2.00552 3.61179 1.72936
C -0.99312 4.65806 1.31423
O -1.20262 5.83838 1.37645
H 4.92584 0.08218 3.44074
H 3.23841 -0.45128 3.47940
H 4.39932 -1.25412 2.37209
H 4.55272 1.45136 1.67449
H 3.66886 0.25464 0.77132
H 2.43810 1.55146 3.10902
H 3.71731 2.50160 -0.02946
H 2.44508 4.85507 -2.44862
H 5.17519 4.95399 -1.51768
H 4.14517 5.57399 -0.20604
H 4.87804 7.43282 -1.68833
H 3.14110 7.19281 -1.92056
H 4.26596 6.53080 -3.11874
H 1.29527 6.15749 -1.71322
H 0.35666 6.58421 -0.32561
H -0.37858 5.03640 -2.67344
H -1.17779 4.73771 -1.32920
H -0.93315 0.07256 3.35903
H -2.53694 -0.28236 3.58581
H -4.32115 0.81768 3.01974
H -7.99136 0.78176 1.22256
H -6.58110 -0.33942 1.33856
H -6.96217 0.76989 2.69482
H -4.67319 1.19488 -0.60752
H -5.95781 2.33728 -1.05835
H -6.30893 0.62307 -0.83948
C -1.74978 2.34523 7.86954
C -3.07459 2.79194 7.29769
C -4.08770 3.21106 8.33788
O -5.32798 2.88593 7.70478
C -5.08521 1.88997 6.81833
O -5.92729 1.25930 6.26573
O -3.75245 1.70264 6.64755
H -1.84234 1.36095 8.32959
H -1.00439 2.25713 7.07894
H -1.38230 3.05753 8.60909
H -2.91875 3.58153 6.55790
H -4.04158 4.27313 8.56695
H -4.00562 2.63747 9.26493
C 0.70559 -3.95506 -1.60287
C 1.20422 -2.67235 -0.98494
C 2.30947 -2.86052 0.02809
O 2.10756 -1.74614 0.91868
C 0.79717 -1.41023 0.84508
O 0.24859 -0.66214 1.59121
O 0.18858 -2.03860 -0.18446
H 0.10027 -4.51718 -0.89086
H 0.06557 -3.73808 -2.46078
H 1.53115 -4.58646 -1.94520
H 1.50404 -1.96807 -1.76643
H 3.29890 -2.81378 -0.42049
H 2.21749 -3.78647 0.59580
C 3.29201 -9.70240 -3.24619
C 2.42116 -8.71996 -2.50323
C 2.02611 -7.51011 -3.31907
O 1.88224 -6.49418 -2.30895
C 2.67688 -6.84878 -1.26491
O 2.94111 -6.13208 -0.35216
O 3.12836 -8.11156 -1.40631
H 4.30303 -9.31279 -3.35856
H 3.37283 -10.63837 -2.69285
H 2.88222 -9.92221 -4.23146
H 1.54027 -9.22377 -2.09619
H 1.08968 -7.65132 -3.85357
H 2.79967 -7.20019 -4.02336
C 0.65533 -6.36906 -8.32712
C 2.14751 -6.31741 -8.09898
C 2.95353 -7.19271 -9.03313
O 4.09106 -7.53215 -8.23072
C 3.71732 -7.45754 -6.93447
O 4.36034 -7.85838 -6.01851
O 2.50137 -6.86546 -6.81579
H 0.24327 -7.31221 -7.96719
H 0.15620 -5.57354 -7.77432
H 0.41651 -6.25084 -9.38389
H 2.49943 -5.28338 -8.13260
H 3.26408 -6.67202 -9.93535
H 2.43230 -8.11271 -9.30843
```

Properties
Lowest unoccupied orbital energy   -0.10 eV
SMILES   CCNc1cc([C@H](Cl)CC)c(CN)c2c1C(=O)c1c(N)cc(N=C(C)C)c(C(F)(F)C(F)(F)F)c1C2=O.C[C@@H]1COC(=O)O1.C[C@@H]1COC(=O)O1.C[C@@H]1COC(=O)O1.C[C@@H]1COC(=O)O1

Computed, not measured: a 6-piece molecular cluster, C9H28FO9 overall, with the ωB97M-V functional and the def2-TZVPD basis.

XYZ file:
```
47
C9H28FO9 the ωB97M-V functional and the def2-TZVPD basis
F -0.07847 0.79843 0.46988
C -0.55150 2.45487 -2.57777
O 0.28785 2.80891 -1.49141
H -0.62022 1.38766 -2.78861
H -1.60063 2.72400 -2.45530
H -0.22839 3.02674 -3.44762
H 0.30936 2.13266 -0.81036
C 2.80817 1.11303 2.24832
C 2.05684 2.39064 2.38718
O 0.68132 2.20160 2.82688
O 2.60776 0.66645 0.94880
H 2.49543 0.32564 2.93412
H 3.85184 1.32251 2.48278
H 2.06051 2.94681 1.44977
H 2.66845 2.99194 3.05983
H 0.22892 1.87395 2.04614
H 1.67964 0.78088 0.73180
C -0.62811 -2.20993 1.80360
C -1.22430 -3.00905 0.55546
O -0.42631 -4.14528 0.27982
O 0.61810 -1.61091 1.49846
H -0.59808 -2.95897 2.59489
H -1.29898 -1.40839 2.11274
H -1.24497 -2.40812 -0.35370
H -2.26678 -3.24103 0.77344
H -0.73177 -4.84128 0.86622
H 0.44609 -0.70319 1.23757
C 1.84294 -0.54466 -2.15145
C 2.20004 -1.49810 -3.29525
O 2.69944 -2.75099 -2.78417
O 0.79261 -1.15672 -1.46682
H 1.51109 0.39563 -2.59171
H 2.63335 -0.34497 -1.42794
H 3.09378 -1.06076 -3.74028
H 1.36456 -1.54223 -3.99392
H 2.32396 -3.38919 -3.39517
H 0.38215 -0.51455 -0.88309
C -3.32370 0.09050 0.08517
C -3.47540 1.19018 1.17022
O -2.39401 1.22665 2.12476
O -2.45085 0.51752 -0.94518
H -4.30809 -0.12921 -0.32813
H -3.07882 -0.84326 0.59138
H -4.37850 0.92045 1.71772
H -3.60530 2.14425 0.65936
H -1.51487 1.30103 1.74634
H -1.61617 0.57788 -0.47478
```

Properties
Lowest unoccupied orbital energy (alpha / beta)   -0.06 / -5.68 eV
2S+1   2
Expectation value of S²   0.756

Computed, not measured: C4H10NOS in the gas phase, with the ωB97M-V functional and the def2-TZVPD basis.

XYZ file:
```
17
C4H10NOS the ωB97M-V functional and the def2-TZVPD basis
C -0.76920 0.56657 0.53437
N -1.06308 -0.94000 0.56323
C -1.62006 -1.58271 -0.65471
O -0.63697 -2.38770 -1.40490
C 0.42324 0.99891 -0.19432
C 1.73955 0.84034 0.44861
S 2.99191 1.85147 0.68782
H -1.81209 1.03825 0.10389
H -0.59392 0.87554 1.70867
H -0.09792 -1.34012 0.84157
H -2.30889 -2.47234 -0.27508
H -2.11709 -0.84629 -1.27271
H 0.33688 2.09609 -0.35485
H 0.61112 0.57301 -1.20833
H 2.01901 -0.18624 0.47082
H 0.05445 -1.79978 -1.71686
H 2.84307 2.71500 1.72277
```

Properties
Lowest unoccupied orbital energy (alpha / beta)   0.78 / -0.65 eV
2S+1   2
Expectation value of S²   0.756

Computed, not measured: C17H31N3P2Pt as an isolated structure, with the ωB97M-V functional and the def2-TZVPD basis.

XYZ file:
```
54
C17H31N3P2Pt the ωB97M-V functional and the def2-TZVPD basis
P 2.06404 1.14050 -0.23878
P -0.07173 -1.30654 -1.51958
C 2.60033 -0.16009 -1.46750
C 1.44415 -0.50461 -2.40147
H 2.98428 -1.05738 -0.95442
H 3.43868 0.23805 -2.06049
H 1.05053 0.39195 -2.92008
H 1.81007 -1.19671 -3.18103
C 0.51133 -3.09997 -1.99172
H 0.08699 -3.87707 -1.33091
H 1.57615 -3.18917 -2.05399
H 0.12874 -3.32979 -3.00165
C -1.23148 -1.11812 -2.93766
H -0.76703 -1.44652 -3.86267
H -1.44379 -0.03721 -3.06262
H -2.14751 -1.68216 -2.76910
C 3.55481 1.58432 0.72925
H 3.26240 2.27698 1.52734
H 4.26343 2.11358 0.08544
H 4.08145 0.73269 1.16968
C 1.92735 2.60111 -1.29905
H 1.01052 2.55332 -1.90179
H 2.78370 2.65028 -1.97529
H 1.91175 3.47984 -0.65375
Pt -0.68508 2.65737 1.07845
C -1.43958 -2.23650 -0.16601
C -0.76053 -2.39583 1.03468
C 0.70161 -2.29059 1.18681
C 1.09640 -0.87533 1.53847
C 0.68348 0.28497 0.68368
C -0.58258 0.21786 -0.47935
C -2.09462 0.16783 -0.37123
C -2.61119 -1.27505 -0.10090
C -0.62891 4.31389 2.08713
H -1.69816 -3.21763 -0.63542
H -1.28333 -2.46270 1.99523
H 1.23229 -2.66125 0.26245
H 1.03790 -2.97146 1.99882
H 0.67078 -0.83488 2.55765
H 2.16699 -0.92149 1.76296
H 0.56672 1.08704 1.49329
H -0.43304 1.12139 -1.18268
H -2.46943 0.38620 -1.33544
H -2.68427 0.87071 0.19898
H -3.10911 -1.31664 0.90146
H -3.35033 -1.59122 -0.87005
H -1.61229 4.77671 2.06205
H 0.13313 4.95051 1.66968
H -0.39515 4.02043 3.09537
N -1.92799 1.64107 2.25466
C -2.69172 0.93840 2.80610
N -3.40684 -0.05083 3.20991
C -4.24486 -0.02171 4.21999
N -5.00940 -0.06853 5.11509
```

Properties
Lowest unoccupied orbital energy (alpha / beta)   -6.54 / -9.58 eV
Net charge   +2
2S+1   5
Expectation value of S²   6.056

Computed, not measured: C5H8N2 in the gas phase, with the ωB97M-V functional and the def2-TZVPD basis.

XYZ file:
```
15
C5H8N2 the ωB97M-V functional and the def2-TZVPD basis
C -0.82789 1.13708 0.24980
C -0.17373 -0.20035 -0.05885
C 1.31161 -0.19351 -0.46905
C 1.99627 1.09255 -0.30742
N 2.53053 2.11481 -0.22091
C -0.71504 -1.37079 0.67246
N -0.88832 -1.25671 -0.77147
H -0.71898 1.36495 1.31568
H -0.37872 1.96417 -0.30481
H -1.89896 1.11060 0.02333
H 1.36895 -0.46647 -1.52879
H 1.87404 -0.95433 0.08306
H -1.58188 -1.18811 1.30798
H -0.05960 -2.16693 1.01822
H -1.83827 -0.98700 -1.00922
```

Properties
Lowest unoccupied orbital energy   0.85 eV
SMILES   C[C@@]1(CC#N)CN1

What did the fourth record say?
Computed, not measured: C4H10NOS in the gas phase, with the ωB97M-V functional and the def2-TZVPD basis.

XYZ file:
```
17
C4H10NOS the ωB97M-V functional and the def2-TZVPD basis
C -0.76920 0.56657 0.53437
N -1.06308 -0.94000 0.56323
C -1.62006 -1.58271 -0.65471
O -0.63697 -2.38770 -1.40490
C 0.42324 0.99891 -0.19432
C 1.73955 0.84034 0.44861
S 2.99191 1.85147 0.68782
H -1.81209 1.03825 0.10389
H -0.59392 0.87554 1.70867
H -0.09792 -1.34012 0.84157
H -2.30889 -2.47234 -0.27508
H -2.11709 -0.84629 -1.27271
H 0.33688 2.09609 -0.35485
H 0.61112 0.57301 -1.20833
H 2.01901 -0.18624 0.47082
H 0.05445 -1.79978 -1.71686
H 2.84307 2.71500 1.72277
```

Properties
Lowest unoccupied orbital energy (alpha / beta)   0.78 / -0.65 eV
2S+1   2
Expectation value of S²   0.756